Entry 1:
{"formula": "C18H27AsN3O9P2Pd", "method": "ωB97M-V/def2-TZVPD", "elements": ["Pd", "N", "C", "C", "P", "O", "O", "O", "P", "O", "O", "O", "H", "H", "H", "H", "H", "H", "H", "H", "O", "C", "O", "C", "C", "C", "C", "C", "C", "N", "C", "C", "C", "C", "C", "C", "N", "H", "H", "H", "H", "H", "H", "H", "H", "H", "H", "C", "As", "C", "C", "O", "H", "H", "H", "H", "H", "H", "H", "H", "H"], "xyz": [[-0.28924, 0.42353, -0.66699], [-2.88831, -2.14238, 1.81482], [-2.94567, -1.74095, 0.35137], [-4.23461, -2.23547, -0.28544], [-1.36443, -2.44538, -0.35395], [-1.79395, -3.89279, -0.90027], [-0.97761, -1.58088, -1.53304], [-0.47868, -2.62042, 0.82273], [-2.83151, 0.09558, 0.31812], [-4.04244, 0.39937, 1.32795], [-3.02226, 0.65367, -1.03514], [-1.49596, 0.40099, 1.00426], [-3.10560, -3.13343, 1.92824], [-3.53075, -1.58332, 2.38031], [-1.90388, -2.01247, 2.10545], [-4.30537, -3.32361, -0.24636], [-4.24874, -1.92251, -1.32901], [-5.10879, -1.79734, 0.19792], [-2.06238, -3.88637, -1.82726], [-4.33257, 1.32053, 1.33916], [-3.82444, 6.62691, -3.21692], [-2.78415, 6.90820, -2.40502], [-2.47490, 8.04230, -2.18457], [-2.00252, 5.74060, -1.87483], [-1.99430, 4.48882, -2.48190], [-1.24500, 3.45634, -1.94750], [-0.47852, 3.67868, -0.80901], [-0.49685, 4.92478, -0.18474], [-1.24740, 5.95069, -0.72621], [0.27460, 2.59570, -0.30365], [1.39785, 2.76543, 0.25739], [2.13402, 1.63563, 0.85201], [3.28483, 1.84947, 1.59506], [3.89169, 0.76235, 2.20681], [3.32230, -0.49082, 2.06436], [2.17225, -0.61997, 1.29290], [1.61009, 0.41991, 0.69154], [-4.01632, 5.68229, -3.22077], [-2.55469, 4.30709, -3.39156], [-1.23997, 2.47373, -2.40022], [0.05136, 5.08339, 0.73519], [-1.26850, 6.92882, -0.26552], [1.85483, 3.75236, 0.34278], [3.68638, 2.84904, 1.70005], [4.78894, 0.89669, 2.79567], [3.75242, -1.36088, 2.54000], [1.67322, -1.57421, 1.15974], [2.63604, 0.03233, -4.44467], [1.21208, -0.65676, -3.36084], [1.86516, -2.21564, -2.44405], [-0.24310, -1.10674, -4.52619], [0.82227, 0.61622, -2.33627], [2.94667, -0.71625, -5.17249], [3.47414, 0.29024, -3.80059], [2.28316, 0.92353, -4.95911], [2.77159, -2.57365, -2.92897], [1.09546, -2.98148, -2.45523], [2.07830, -1.93923, -1.41331], [0.06072, -1.90333, -5.20444], [-0.51678, -0.22345, -5.09975], [-1.07204, -1.42347, -3.89947]], "forces_ev_per_angstrom": [[0.19, 0.14, -0.56], [0.01, 0.03, 0.00], [-0.07, -0.07, 0.01], [0.04, -0.03, 0.00], [-0.07, -0.08, 0.00], [0.00, 0.06, -0.08], [0.11, 0.19, 0.30], [0.03, 0.02, 0.01], [-0.06, 0.24, -0.37], [0.08, -0.06, 0.28], [-0.24, -0.09, 0.09], [-0.20, -0.04, 0.02], [-0.01, 0.00, 0.00], [0.02, 0.03, 0.00], [-0.01, -0.02, 0.00], [0.00, 0.00, -0.01], [0.00, 0.00, 0.00], [0.00, 0.00, 0.00], [-0.01, -0.01, 0.03], [0.01, -0.03, -0.03], [-0.08, 0.02, 0.09], [0.27, -0.01, -0.37], [-0.11, -0.02, 0.15], [-0.07, -0.01, 0.11], [-0.04, 0.03, 0.00], [0.06, -0.04, 0.06], [-0.14, 0.13, -0.12], [0.05, -0.05, 0.01], [-0.01, 0.02, 0.00], [0.08, -0.40, 0.06], [-0.02, 0.14, -0.02], [0.10, -0.14, 0.10], [-0.04, 0.10, -0.06], [0.01, -0.07, 0.02], [0.02, 0.02, 0.00], [0.04, 0.05, -0.03], [0.07, -0.09, 0.18], [-0.01, 0.00, 0.02], [0.01, -0.02, 0.01], [-0.02, 0.00, -0.02], [0.00, 0.01, 0.00], [0.01, 0.00, 0.01], [-0.03, 0.00, -0.01], [0.00, 0.00, 0.00], [0.00, 0.00, 0.00], [0.01, 0.00, 0.00], [-0.01, 0.00, 0.01], [-0.06, -0.08, 0.02], [0.07, -0.11, -0.20], [-0.05, 0.03, -0.03], [0.06, -0.02, 0.08], [0.01, 0.16, 0.20], [-0.01, 0.00, 0.00], [-0.01, 0.00, 0.01], [0.00, 0.01, 0.01], [-0.01, 0.01, -0.02], [0.02, -0.02, 0.02], [-0.01, 0.03, 0.00], [0.01, -0.01, 0.02], [0.02, 0.02, 0.02], [-0.02, 0.01, -0.02]], "lowdin_charge": [0.988, 0.182, -0.500, -0.067, 0.308, -0.117, -0.392, -0.297, 0.282, -0.121, -0.286, -0.391, 0.170, 0.153, 0.134, 0.084, 0.097, 0.089, 0.088, 0.103, 0.126, -0.478, 0.140, -0.126, -0.005, -0.007, -0.243, 0.000, 0.006, 0.053, -0.043, -0.245, 0.000, -0.037, -0.027, -0.101, 0.061, 0.097, 0.121, 0.095, 0.115, 0.129, 0.140, 0.121, 0.118, 0.114, 0.094, -0.193, 1.039, -0.177, -0.183, -0.587, 0.047, 0.047, 0.047, 0.046, 0.036, 0.029, 0.050, 0.050, 0.021], "de_lowest_ev": 0.646, "homo_lumo_gap_ev": [7.834, 7.881], "total_charge": 1}



Entry 2:
{"formula": "C18H27BBeCl6F10N6O4S2", "method": "ωB97M-V/def2-TZVPD", "elements": ["Be", "B", "F", "F", "F", "F", "C", "F", "F", "F", "S", "O", "O", "N", "S", "O", "O", "C", "F", "F", "F", "C", "C", "N", "H", "H", "H", "C", "C", "N", "H", "H", "H", "C", "C", "N", "H", "H", "H", "C", "C", "N", "H", "H", "H", "C", "C", "N", "H", "H", "H", "Cl", "C", "C", "Cl", "H", "H", "H", "H", "Cl", "C", "C", "Cl", "H", "H", "H", "H", "Cl", "C", "C", "Cl", "H", "H", "H", "H"], "xyz": [[0.87960, 0.25125, 3.37914], [-0.35318, -1.42045, 5.31878], [-0.79207, -2.57393, 5.88156], [0.99262, -1.36688, 5.10380], [-1.04852, -1.30352, 4.12844], [-0.70239, -0.32270, 6.09171], [1.13810, 2.60014, -0.72332], [1.89940, 3.49280, -0.12147], [-0.16002, 2.87654, -0.53412], [1.34033, 2.69279, -2.04451], [1.46750, 0.80120, 0.05353], [1.77297, -0.17720, -1.00353], [2.61381, 0.99713, 0.94949], [0.07618, 0.48827, 1.11466], [-0.95895, -0.17546, 0.07324], [-1.04406, 0.46891, -1.25905], [-0.77131, -1.65055, 0.04596], [-2.69548, 0.22650, 0.83480], [-2.91383, 1.58069, 0.96145], [-3.67189, -0.25226, 0.05216], [-2.80962, -0.32884, 2.00833], [1.95994, -3.19717, 0.23614], [1.78868, -2.56928, 1.50714], [1.74409, -2.09816, 2.56544], [3.01773, -3.27879, -0.01392], [1.44865, -2.50765, -0.43560], [1.46152, -4.16471, 0.17650], [4.80241, -0.95756, -1.57270], [5.34956, -1.07097, -0.15743], [5.72973, -1.08902, 0.92376], [5.52704, -1.15188, -2.36343], [4.22860, -0.06033, -1.80468], [4.06690, -1.74400, -1.74193], [3.38519, 4.89371, 2.09496], [2.38520, 3.91446, 2.62386], [1.54321, 3.11451, 2.94720], [4.24121, 4.84859, 2.76824], [3.03324, 5.92529, 2.08614], [3.59869, 4.53664, 1.08748], [0.62480, -0.77752, -4.44570], [1.36167, -1.81145, -3.78606], [2.02026, -2.61441, -3.24253], [0.43893, -1.00682, -5.49498], [1.25382, 0.09133, -4.63942], [-0.20415, -0.44510, -3.82085], [3.36082, 2.22609, -4.91293], [4.57752, 1.43988, -4.59769], [5.52486, 0.86157, -4.39504], [2.70015, 2.00459, -4.07476], [2.82049, 1.74768, -5.72979], [3.62032, 3.28240, -4.98339], [-5.37987, -2.56580, 3.58756], [-5.52430, -2.31768, 1.83540], [-6.86445, -2.98210, 1.34924], [-8.27154, -2.13024, 2.04710], [-4.61841, -2.82010, 1.49623], [-5.63190, -1.23742, 1.73770], [-6.96734, -4.02711, 1.64158], [-6.98201, -3.05576, 0.26810], [-2.38897, 5.29750, -5.33814], [-2.74093, 5.53438, -3.60203], [-1.48204, 5.28638, -2.68383], [-1.72077, 5.62303, -0.89910], [-3.48369, 4.76406, -3.39464], [-3.15404, 6.53233, -3.45525], [-0.64759, 5.87449, -3.06583], [-1.20190, 4.23301, -2.67896], [-2.27032, -4.57262, 0.97785], [-1.78588, -4.01568, 2.58335], [-1.70403, -5.19249, 3.50392], [-3.28203, -5.77641, 4.13510], [-2.37895, -3.14485, 2.86268], [-0.77465, -3.62156, 2.48247], [-1.21449, -4.87584, 4.42489], [-1.19981, -6.05574, 3.06956]], "forces_ev_per_angstrom": [[-0.74, -2.53, -1.56], [-2.77, -0.29, 2.05], [0.46, -1.00, 0.56], [2.44, 1.29, -1.52], [0.43, 1.29, -2.66], [0.21, 0.88, 0.24], [-1.80, -0.47, -0.44], [-0.03, -0.31, -0.01], [0.97, 0.15, 0.40], [0.46, -0.67, 0.62], [2.71, -0.74, 0.76], [-1.62, 1.88, 1.44], [-1.91, 0.26, -0.19], [2.79, 1.24, -0.92], [-2.45, -3.34, -2.46], [0.58, -0.56, 2.56], [-0.79, 3.09, 0.47], [-0.46, 1.16, -0.50], [0.79, -1.60, -0.28], [0.95, 0.16, -0.03], [0.26, -0.24, 0.73], [-0.33, 0.10, -0.68], [0.42, 0.19, 2.07], [-0.47, 1.09, -1.01], [-0.09, 0.02, 0.03], [0.16, -0.24, -0.50], [0.04, 0.06, 0.14], [-0.09, -0.99, 0.62], [-0.83, 0.72, -2.13], [0.06, -0.17, 0.20], [0.41, 0.38, 0.41], [0.52, 0.25, 0.53], [-0.09, -0.22, 0.35], [-0.64, -0.97, 0.68], [-4.09, -3.16, 1.28], [4.32, 3.27, -1.25], [0.19, -0.08, -0.32], [-0.34, -0.24, -0.02], [0.38, 0.25, 0.13], [0.17, 1.15, -0.74], [2.33, -2.42, 1.63], [-1.71, 1.90, -1.30], [-0.89, -0.63, 0.26], [0.36, 0.15, 0.73], [-0.27, -0.18, -0.42], [0.35, -1.38, 1.02], [-2.36, 1.74, -1.09], [2.09, -1.36, 0.60], [-0.10, 0.64, 0.27], [0.41, 0.58, -0.52], [-0.39, -0.19, -0.30], [0.01, -0.03, 0.75], [-1.68, -0.82, 0.33], [0.80, -0.32, 0.11], [0.13, 0.01, -0.25], [-0.28, 0.45, -0.85], [0.53, -0.20, -0.56], [0.34, 0.14, 0.51], [0.18, 0.75, -0.06], [0.40, 0.16, 0.24], [0.40, -0.62, 1.28], [-0.48, -0.14, -0.57], [-0.20, 0.23, -1.14], [-0.07, 0.34, 0.24], [0.10, -0.15, -0.06], [-0.06, 0.09, 0.34], [-0.10, 0.11, -0.31], [-0.38, 0.04, -0.69], [0.73, 0.17, -0.26], [-0.33, 0.19, 1.41], [-0.14, -0.02, -0.39], [-0.33, -0.52, 0.35], [0.10, -0.06, -0.08], [0.33, -0.02, -0.18], [-0.01, 0.29, -0.09]], "lowdin_charge": [1.144, -1.436, 0.189, 0.163, 0.134, 0.134, -0.600, 0.141, 0.083, 0.138, 0.695, -0.315, -0.359, -0.306, 0.633, -0.310, -0.316, -0.616, 0.109, 0.141, 0.156, -0.038, -0.232, 0.194, 0.094, 0.043, 0.106, -0.077, -0.250, 0.115, 0.065, 0.047, 0.031, -0.033, -0.199, 0.124, 0.090, 0.093, 0.076, -0.057, -0.255, 0.154, 0.093, 0.059, 0.085, -0.052, -0.275, 0.145, 0.046, 0.080, 0.089, 0.546, -0.638, -0.639, 0.524, 0.028, 0.048, 0.061, 0.066, 0.532, -0.632, -0.604, 0.509, 0.061, 0.067, 0.061, 0.041, 0.576, -0.668, -0.646, 0.520, 0.050, 0.050, 0.060, 0.067], "de_lowest_ev": 0.000, "homo_lumo_gap_ev": 5.711}



no.,E_tot (eV)
1,-124898.6318
2,-161291.0923